C32H48BrF3I2O8S2Si | ωB97M-V/def2-TZVPD

Each atom is followed by the atoms it is bonded to, with distances in Å.
Atoms and positions in Å:
1 H 3.9721 -1.2814 -1.2851  C46 1.122
2 H -0.2711 0.7553 -1.2973  C12 1.127
3 H -5.6295 4.9086 -1.4440  C13 1.089
4 O 2.6373 -3.0078 -0.2601  C48 1.392, C64 1.466
5 C 1.4466 0.0646 -0.1448  C12 1.584, C25 1.580, H67 1.130, H94 1.117
6 O 6.7159 -4.3242 -0.2781  C62 1.372, C68 1.446
7 O -4.1402 2.0765 -1.8218  S38 1.444
8 C 1.3563 5.3116 2.0524  H18 1.089, C39 1.525, H56 1.091, S75 1.786
9 O -4.3429 3.3289 0.3626  S38 1.444
10 C -4.4567 -3.6093 1.1255  C11 1.467, H54 1.109, C95 1.467
11 C -4.8439 -3.5248 2.5376  C10 1.467, C21 1.454, H65 1.118
12 C 0.8327 0.6335 -1.4896  H2 1.127, C5 1.584, H58 1.118, C92 1.612
13 C -4.6644 4.6597 -1.8822  H3 1.089, H15 1.091, S38 1.787, C96 1.524
14 H -0.3849 -1.2338 -4.2428  C70 1.119
15 H -4.7882 4.3785 -2.9292  C13 1.091
16 H -4.5868 -0.1130 0.3355  C71 1.120
17 H -5.4681 -2.2022 4.2187  C21 1.116
18 H 0.8979 5.9176 1.2725  C8 1.089
19 C -5.5731 -2.1379 -2.4313  H20 1.117, H22 1.130, Si26 1.931, H84 1.130
20 H -5.4590 -2.1874 -3.5418  C19 1.117
21 C -5.1468 -2.2415 3.1504  C11 1.454, H17 1.116, C35 1.461
22 H -6.3487 -2.8701 -2.0585  C19 1.130
23 H 5.2727 -1.0924 2.3149  C55 1.115
24 H -4.1021 -4.9978 -1.4955  C79 1.126
25 C 3.0019 0.2991 0.0058  C5 1.580, C46 1.569, H72 1.130, H81 1.118
26 Si -3.9247 -2.4995 -1.4933  C19 1.931, C32 1.906, C79 1.911, C95 1.918
27 F 7.9853 -5.6841 -1.4896  C62 1.365
28 H -3.8106 6.5844 -2.4289  C96 1.091
29 H -0.7023 -1.5661 -1.1422  C37 1.121
30 H -3.6662 6.1764 -0.7150  C96 1.094
31 H -3.6703 -4.3488 -3.1150  C79 1.130
32 C -2.6960 -1.1649 -2.0775  Si26 1.906, C37 1.603, H57 1.133, H78 1.122
33 H 0.6319 6.1873 3.9075  C39 1.091
34 H 1.7547 -0.0853 -3.3986  C92 1.120
35 C -5.0335 -1.0045 2.3811  C21 1.461, H51 1.112, C71 1.467
36 H 6.6252 -2.3043 0.1811  C68 1.129
37 C -1.1766 -1.6692 -2.1524  H29 1.121, C32 1.603, C70 1.599, H89 1.125
38 S -3.9485 3.2652 -1.0246  O7 1.444, O9 1.444, C13 1.787, C44 1.792
39 C 0.5368 5.2628 3.3370  C8 1.525, H33 1.091, H77 1.094, C80 1.532
40 H 1.9980 2.2243 3.3860  C69 1.090
41 H 0.4099 3.8052 4.9590  C80 1.091
42 H -1.8623 3.9650 -0.1544  C44 1.089
43 O 0.3058 3.3204 0.6907  S75 1.444
44 C -2.2450 3.8032 -1.1608  S38 1.792, H42 1.089, C63 1.531, H74 1.089
45 C 2.7216 -2.0886 1.9741  I61 2.182, C64 1.565, C86 1.368
46 C 3.9036 -0.9664 -0.2107  H1 1.122, C25 1.569, H59 1.133, C64 1.578
47 H 0.2399 2.3122 3.0927  C69 1.090
48 C 3.2937 -4.0735 -0.8684  O4 1.392, O60 1.174, O90 1.411
49 F 6.1104 -4.9741 -2.3795  C62 1.367
50 H 4.3998 0.4200 2.7868  C55 1.127
51 H -5.2329 -0.0136 2.8451  C35 1.112
52 H 2.0481 4.2850 4.5274  C80 1.094
53 H 5.6556 -2.7287 -1.2714  C68 1.119
54 H -4.2671 -4.6159 0.6995  C10 1.109
55 C 4.5469 -0.6669 3.0470  H23 1.115, H50 1.127, C86 1.560, H97 1.119
56 H 2.3736 5.6552 2.2462  C8 1.091
57 H -2.9711 -0.9445 -3.1548  C32 1.133
58 H 1.2945 1.6133 -1.7668  C12 1.118
59 H 4.9531 -0.6575 0.0832  C46 1.133
60 O 3.1816 -4.4433 -1.9774  C48 1.174
61 I 0.7764 -3.0713 2.0899  C45 2.182, I73 3.465
62 C 7.1370 -4.6161 -1.5511  O6 1.372, F27 1.365, F49 1.367, F93 1.377
63 C -2.2697 5.1034 -1.9692  C44 1.531, H85 1.094, H91 1.091, C96 1.532
64 C 3.5117 -2.2412 0.6321  O4 1.466, C45 1.565, C46 1.578, C87 1.616
65 H -4.9289 -4.4820 3.1097  C11 1.118
66 H -2.3461 -4.5135 -1.8427  C79 1.117
67 H 0.9521 0.6376 0.6940  C5 1.130
68 C 5.9514 -3.0974 -0.2570  O6 1.446, H36 1.129, H53 1.119, C87 1.585
69 C 1.1673 2.8840 3.1375  H40 1.090, H47 1.090, S75 1.791, C80 1.532
70 C -0.4187 -0.7626 -3.2290  H14 1.119, C37 1.599, H76 1.122, C92 1.590
71 C -4.6535 -1.0368 0.9647  H16 1.120, C35 1.467, C95 1.476
72 H 3.2885 1.0298 -0.8078  C25 1.130
73 I 1.9180 -1.2983 4.8398  I61 3.465, C86 2.171
74 H -1.6618 3.0300 -1.6588  C44 1.089
75 S 1.4488 3.6079 1.5242  C8 1.786, O43 1.444, C69 1.791, O83 1.443
76 H -0.9588 0.2202 -3.2738  C70 1.122
77 H -0.5213 5.1185 3.1003  C39 1.094
78 H -2.7897 -0.1846 -1.5395  C32 1.122
79 C -3.4217 -4.2674 -2.0156  H24 1.126, Si26 1.911, H31 1.130, H66 1.117
80 C 1.0599 4.0546 4.1195  C39 1.532, H41 1.091, H52 1.094, C69 1.532
81 H 3.1849 0.8364 0.9685  C25 1.118
82 Br 5.3864 -3.9100 2.4394  C87 1.970
83 O 2.7985 3.3226 1.0997  S75 1.443
84 H -5.8955 -1.1189 -2.0658  C19 1.130
85 H -2.1579 4.8778 -3.0335  C63 1.094
86 C 3.1647 -1.3907 3.0647  C45 1.368, C55 1.560, I73 2.171
87 C 4.6992 -3.3354 0.6849  C64 1.616, C68 1.585, Br82 1.970, O90 1.453
88 H 1.3818 -1.4118 -2.1298  C92 1.120
89 H -1.1338 -2.7525 -2.4507  C37 1.125
90 O 4.1419 -4.5643 0.1473  C48 1.411, C87 1.453
91 H -1.4444 5.7583 -1.6855  C63 1.091
92 C 1.0307 -0.4782 -2.6396  C12 1.612, H34 1.120, C70 1.590, H88 1.120
93 F 7.8260 -3.5482 -2.0810  C62 1.377
94 H 1.1129 -0.9958 -0.0379  C5 1.117
95 C -4.3763 -2.3572 0.3654  C10 1.467, Si26 1.918, C71 1.476
96 C -3.6292 5.7676 -1.7290  C13 1.524, H28 1.091, H30 1.094, C63 1.532
97 H 4.9796 -0.7054 4.0787  C55 1.119

Output
- Total energy: -174284.307 eV
- Gap between HOMO and LUMO: 8.18 eV
- Largest force on an atom: 3.4 eV/Å
- HOMO: -0.31493 Eh